(1)
Here is a molecular structure, C4H6CsO3 in a non-equilibrium geometry from the Open Molecules 2025 dataset. Energies are from ωB97M-V/def2-TZVPD.

Summary:
HOMO-LUMO gap in Ha: 0.2740
2S+1: 1
E_HOMO in eV: -11.25
ΔE to the lowest compared entry with this formula, charge and spin in kJ/mol: 514.6
Charge: +1

XYZ file:
```
14
Properties=species:S:1:pos:R:3:forces:R:3
O 1.163 0.767 -2.681 -0.29 -4.63 -1.25
C 1.010 -0.247 -2.017 1.15 8.40 -1.63
C 1.919 -1.404 -2.109 -0.16 -1.35 0.56
H 2.759 -1.217 -2.786 -0.61 0.67 -0.18
H 2.431 -1.550 -1.146 -0.68 -0.57 -0.05
H 1.378 -2.255 -2.548 0.31 -0.18 0.76
O 0.277 0.362 -0.743 0.99 -4.46 0.67
Cs -0.292 -1.217 2.284 0.05 0.24 -0.21
C 0.638 1.616 -0.669 -0.20 2.45 -0.51
O 0.752 1.887 0.593 -1.20 -0.96 2.48
C 0.295 3.139 1.136 0.77 0.46 -0.36
H 0.860 3.305 2.058 -0.12 -0.06 -0.23
H 0.515 3.929 0.414 -0.22 -0.01 0.12
H -0.774 3.076 1.361 0.21 0.01 -0.18
```
Forces are in eV/Å.

=====

(2)
Here is a molecular structure, C15H21AsBN8OW in a non-equilibrium geometry from the Open Molecules 2025 dataset. Energies are from ωB97M-V/def2-TZVPD.

Summary:
HOMO-LUMO gap (spin up / spin down) in Ha: 0.1683 / 0.1683
2S+1: 2
E_HOMO (spin up / spin down) in eV: -21.06 / -21.06
Charge: +4

XYZ file:
```
48
Properties=species:S:1:pos:R:3:forces:R:3
W 0.234 -0.621 -0.073 -0.08 2.03 -0.04
C 1.054 -0.866 -4.430 -0.13 -0.04 0.02
C 0.074 -0.725 -3.446 -0.12 -0.12 -0.07
N 0.630 -0.790 -2.239 0.23 0.03 -0.23
N 1.999 -0.978 -2.429 0.00 0.23 0.09
C 2.248 -1.030 -3.740 0.13 -0.16 0.06
B 2.680 -1.065 -1.030 0.01 0.12 -0.08
N 2.082 0.092 -0.231 0.05 0.02 0.42
C 2.483 1.422 -0.220 0.06 -0.33 -0.29
C 1.658 2.481 -0.346 -0.19 0.12 0.07
C 0.251 2.291 -0.584 -0.11 0.03 0.07
N -0.284 1.120 -0.571 0.20 -0.88 0.13
N 1.693 -2.107 -0.404 0.24 -0.22 -0.26
C 1.628 -3.399 -0.414 -0.07 -0.38 0.01
C 0.389 -4.096 -0.467 -0.02 0.04 0.03
C -0.887 -3.414 -0.655 0.15 -0.03 -0.22
N -0.940 -2.155 -0.517 -0.34 -0.24 0.13
N 4.188 -1.364 -1.086 -0.10 -0.11 0.14
C 5.215 -0.673 -1.493 0.16 0.04 -0.04
C 6.400 -1.471 -1.265 -0.17 -0.02 0.02
C 5.882 -2.685 -0.686 0.14 -0.02 -0.01
N 4.596 -2.641 -0.578 -0.07 0.08 -0.02
H 0.921 -0.822 -5.499 0.00 0.03 0.00
H -0.988 -0.573 -3.566 0.01 0.01 0.00
H 3.244 -1.176 -4.131 0.01 0.03 0.01
H 3.553 1.588 -0.130 0.00 0.01 0.01
H 2.045 3.490 -0.342 0.04 0.00 -0.04
H -0.383 3.155 -0.794 0.01 -0.01 -0.03
H 2.556 -3.968 -0.495 -0.07 -0.06 -0.09
H 0.382 -5.181 -0.376 0.04 0.02 0.12
H -1.790 -4.016 -0.784 0.02 -0.01 -0.06
H 5.149 0.316 -1.926 0.00 0.00 0.00
H 7.424 -1.204 -1.490 0.00 0.00 0.00
H 6.442 -3.554 -0.369 0.01 0.01 -0.01
C -3.006 -0.007 2.571 -0.01 -0.01 -0.04
As -1.240 -0.301 3.210 0.17 0.06 0.13
C -1.011 -1.928 4.175 -0.01 0.04 -0.02
C -0.457 1.206 4.068 -0.05 -0.02 -0.02
O -0.226 -0.520 1.703 -0.10 -0.28 0.07
H -3.590 0.345 3.426 -0.01 -0.02 0.00
H -3.430 -0.938 2.198 0.00 0.00 0.00
H -3.002 0.763 1.801 0.01 0.01 0.02
H -1.841 -1.995 4.883 0.02 0.01 0.02
H -0.065 -1.907 4.715 0.00 0.02 -0.01
H -1.053 -2.777 3.495 -0.05 0.01 -0.01
H -0.983 1.330 5.020 0.01 0.01 0.00
H -0.595 2.100 3.462 -0.02 -0.01 -0.01
H 0.598 1.015 4.261 0.00 -0.03 0.00
```
Forces are in eV/Å.

=====

(3)
Here is CH3BrClN3 in the gas phase in a non-equilibrium geometry from the Open Molecules 2025 dataset. Energies are from ωB97M-V/def2-TZVPD.

Summary:
HOMO-LUMO gap in Ha: 0.3255
2S+1: 1
E_HOMO in eV: -9.59
SMILES: [H]/N=C(/N)N(Cl)Br
ΔE to the lowest compared entry with this formula, charge and spin in kJ/mol: 0.0
Charge: 0

XYZ file:
```
9
Properties=species:S:1:pos:R:3:forces:R:3
H 2.035 0.263 -0.096 -1.31 -0.94 -1.34
N 1.410 -0.385 -0.678 0.10 0.82 1.33
C 0.199 -0.307 -0.334 0.41 2.15 1.05
N -0.883 -1.044 -0.678 -0.75 2.58 4.29
N -0.416 0.789 0.728 0.75 -1.40 0.02
Cl 0.362 0.312 2.269 -0.30 0.64 -0.76
Br -0.143 2.670 0.342 0.28 -1.37 0.05
H -0.863 -1.474 -1.525 -0.48 -1.72 -2.50
H -1.701 -0.823 -0.029 1.31 -0.75 -2.14
```
Forces are in eV/Å.

=====

(4)
Here is 2 unconnected molecules or ions with the total composition C6H10 from the Open Molecules 2025 dataset. Energies are from ωB97M-V/def2-TZVPD.

Summary:
HOMO-LUMO gap in Ha: 0.3493
2S+1: 1
E_HOMO in eV: -8.53
SMILES: C=C=CC.C=C
ΔE to the lowest compared entry with this formula, charge and spin in kJ/mol: 379.5
Charge: 0

XYZ file:
```
16
Properties=species:S:1:pos:R:3:forces:R:3
C -0.750 1.313 -1.084 -0.26 0.04 0.08
C -1.166 0.520 -0.059 0.28 -0.19 0.07
C -0.824 -0.384 0.761 -0.12 0.24 -0.20
C -1.311 -1.230 1.885 -0.03 -0.03 0.04
H -0.600 2.373 -0.888 0.01 -0.16 -0.02
H -1.119 1.097 -2.086 0.08 0.01 0.15
H 0.382 -0.529 0.392 -0.11 0.01 0.05
H -2.361 -1.020 2.109 0.16 -0.02 -0.06
H -1.218 -2.294 1.642 0.00 0.16 0.02
H -0.725 -1.049 2.792 -0.07 -0.02 -0.14
C 1.641 -0.296 -0.393 0.17 0.11 -0.20
C 1.263 0.702 -1.293 0.23 -0.13 0.04
H 2.273 -0.032 0.452 -0.14 -0.04 -0.10
H 1.755 -1.316 -0.756 -0.06 0.15 0.07
H 1.125 0.434 -2.337 -0.04 0.03 0.19
H 1.635 1.712 -1.137 -0.11 -0.17 0.01
```
Forces are in eV/Å.

=====

(5)
Here is a molecular structure, C27H10BCoF20GeN6OSTe in a non-equilibrium geometry from the Open Molecules 2025 dataset. Energies are from ωB97M-V/def2-TZVPD.

Summary:
HOMO-LUMO gap (spin up / spin down) in Ha: 0.3145 / 0.3170
2S+1: 2
E_HOMO (spin up / spin down) in eV: -6.62 / -6.59
Charge: -1

XYZ file:
```
69
Properties=species:S:1:pos:R:3:forces:R:3
Co 1.433 -1.997 -0.594 0.41 -0.34 0.80
C -0.819 -5.280 -2.119 0.02 0.04 -0.01
C -0.561 -3.902 -2.066 -0.14 -0.11 0.01
N 0.219 -3.625 -1.031 -0.01 0.01 -0.18
N 0.485 -4.791 -0.409 -0.11 -0.17 0.10
C -0.128 -5.804 -1.046 -0.01 0.07 -0.04
B 1.472 -4.830 0.770 -0.01 0.19 -0.23
N 1.106 -3.706 1.756 -0.01 -0.10 0.08
C 0.752 -3.770 3.047 -0.04 0.08 0.05
C 0.642 -2.482 3.534 0.06 0.03 -0.01
C 0.958 -1.672 2.438 0.15 0.02 0.11
N 1.234 -2.419 1.378 -0.21 0.00 -0.27
N 2.871 -4.465 0.213 0.07 -0.16 0.09
C 4.026 -5.147 0.251 0.02 0.07 -0.07
C 4.983 -4.415 -0.427 -0.04 0.01 0.01
C 4.302 -3.269 -0.855 0.07 0.02 -0.05
N 3.039 -3.312 -0.456 -0.04 0.32 -0.41
H -1.417 -5.811 -2.841 0.00 0.02 0.04
H -0.906 -3.110 -2.714 0.09 -0.02 0.06
H -0.026 -6.818 -0.693 -0.01 0.06 0.01
H 1.478 -5.908 1.303 0.02 0.07 -0.01
H 0.596 -4.722 3.530 0.06 0.03 -0.07
H 0.384 -2.167 4.531 0.00 -0.02 -0.06
H 1.030 -0.601 2.379 -0.09 -0.03 -0.07
H 4.087 -6.100 0.750 -0.04 0.03 -0.02
H 6.015 -4.675 -0.588 -0.03 0.02 -0.01
H 4.655 -2.431 -1.437 -0.05 -0.03 0.06
F -2.134 3.739 1.955 0.00 -0.01 0.07
C -2.987 2.778 1.564 0.00 -0.05 -0.20
C -2.737 2.033 0.420 0.06 -0.37 -0.03
C -3.747 1.153 0.030 0.15 0.27 0.04
F -3.686 0.479 -1.108 -0.05 -0.10 0.00
C -4.892 0.972 0.788 -0.03 -0.08 -0.06
F -5.845 0.124 0.392 0.01 -0.03 0.00
C -5.056 1.673 1.963 -0.14 0.00 0.09
F -6.140 1.478 2.715 -0.03 0.04 -0.03
C -4.111 2.603 2.343 0.01 0.07 0.13
F -4.293 3.320 3.458 -0.01 0.02 -0.01
Ge -0.956 2.078 -0.448 -0.69 0.63 -0.46
S -0.105 -0.144 -0.349 0.12 -0.28 1.63
C -0.895 3.629 -1.718 0.11 0.12 0.09
C -2.028 4.350 -2.053 0.28 0.00 0.12
F -3.169 4.204 -1.363 -0.07 0.00 -0.02
C -2.038 5.264 -3.090 -0.16 0.06 0.00
F -3.146 5.951 -3.391 0.01 0.01 0.03
C -0.890 5.470 -3.826 0.00 0.10 -0.17
F -0.888 6.359 -4.824 0.00 0.00 0.00
C 0.255 4.758 -3.531 0.15 -0.01 -0.06
F 1.363 4.958 -4.251 -0.01 -0.01 0.02
C 0.228 3.849 -2.494 -0.16 0.09 0.16
F 1.353 3.164 -2.237 0.05 0.01 -0.02
C 0.246 2.725 1.051 0.13 -0.39 0.03
C 1.117 3.802 1.047 -0.23 -0.13 0.03
F 1.195 4.644 0.011 0.03 0.03 -0.11
C 1.920 4.111 2.131 0.09 0.11 -0.02
F 2.723 5.181 2.100 0.03 -0.02 -0.03
C 1.888 3.324 3.261 0.06 0.05 0.14
F 2.660 3.619 4.308 0.02 -0.01 0.01
C 1.020 2.252 3.316 0.00 -0.08 0.03
F 0.953 1.503 4.423 -0.02 -0.01 0.02
C 0.219 1.988 2.227 -0.08 0.18 -0.15
F -0.675 0.993 2.368 -0.02 -0.05 0.06
F -0.758 -0.987 -3.240 -0.31 0.09 0.15
Te 0.700 0.102 -2.726 0.64 -0.93 -1.66
F 1.675 0.729 -0.448 0.15 0.13 -0.19
F 1.058 -0.022 -4.635 0.26 0.12 -0.11
F -1.593 -0.870 -0.214 -0.29 -0.12 -0.29
F -1.448 1.282 -2.135 -0.32 0.39 0.35
O 1.736 -1.388 -2.396 0.10 0.05 0.48
```
Forces are in eV/Å.

=====

(6)
Here is 6 unconnected molecules or ions with the total composition C16H28O22S4 in a non-equilibrium geometry from the Open Molecules 2025 dataset. Energies are from ωB97M-V/def2-TZVPD.

Summary:
HOMO-LUMO gap in Ha: 0.3949
2S+1: 1
E_HOMO in eV: -10.78
SMILES: C[C@H]1COC(=O)O1.C[C@H]1COC(=O)O1.O=S1(=O)OCCO1.O=S1(=O)OCCO1.O=S1(=O)OCCO1.O=S1(=O)OCCO1
Charge: 0

XYZ file:
```
70
Properties=species:S:1:pos:R:3:forces:R:3
C 8.659 14.791 7.365 1.04 -0.87 -0.33
C 8.247 14.292 8.720 -0.68 0.43 0.68
C 8.957 14.888 9.950 0.57 -0.51 0.52
O 7.921 15.535 10.745 1.21 -0.51 -0.74
C 6.746 15.420 10.106 2.08 -1.59 -2.05
O 5.760 15.941 10.413 -2.40 1.04 0.89
O 6.880 14.613 8.976 -0.61 1.01 1.01
H 8.658 15.880 7.235 -0.24 -0.31 0.17
H 8.036 14.268 6.618 0.25 0.55 0.16
H 9.701 14.415 7.238 -0.60 0.40 -0.20
H 8.262 13.209 8.749 0.45 -0.24 -0.11
H 9.782 15.566 9.719 -0.52 0.43 -0.16
H 9.455 14.100 10.536 -0.54 0.17 0.10
C 12.029 6.855 6.571 -2.05 0.27 1.30
C 13.287 7.131 7.318 1.20 1.17 0.33
C 13.998 8.497 7.092 1.05 -2.12 -1.95
O 14.675 8.779 8.306 -0.28 -0.25 0.50
C 14.150 8.011 9.248 -1.28 -2.22 -0.11
O 14.458 7.898 10.392 0.55 1.03 0.07
O 13.164 7.143 8.746 0.37 1.19 0.35
H 11.281 7.695 6.672 0.73 -0.82 0.10
H 11.562 5.913 6.965 0.34 0.82 -0.29
H 12.158 6.707 5.523 0.52 -0.08 -0.75
H 14.015 6.363 7.135 0.35 -0.60 -0.42
H 13.350 9.271 6.814 -0.95 1.26 -0.08
H 14.748 8.331 6.283 -0.37 0.53 0.67
O 7.249 6.732 13.045 1.40 1.47 -1.57
S 8.179 7.330 12.104 -2.15 2.29 2.31
O 8.793 8.636 12.290 -1.20 -1.57 0.00
O 9.301 6.349 11.824 2.25 -1.92 -0.72
C 9.264 5.853 10.478 0.07 -0.96 -0.85
C 8.559 6.922 9.716 1.16 1.72 -0.53
O 7.517 7.310 10.649 0.36 0.06 -0.78
H 10.288 5.701 10.059 -0.80 -0.21 0.80
H 8.592 4.983 10.444 0.76 -0.25 0.25
H 8.130 6.614 8.756 -0.14 0.00 0.48
H 9.356 7.731 9.495 -1.70 -0.56 0.48
O 17.665 9.402 5.879 -0.59 -1.17 -0.22
S 17.781 10.693 6.419 0.52 1.75 -0.32
O 18.468 11.692 5.661 -0.83 -0.23 0.30
O 16.302 11.174 6.950 0.89 -0.14 -1.01
C 16.519 11.778 8.212 -1.35 -0.03 2.40
C 17.477 10.803 8.855 0.51 0.44 1.52
O 18.486 10.691 7.834 -0.26 -0.81 0.37
H 16.957 12.785 8.131 -0.13 -0.35 -0.15
H 15.577 11.823 8.863 0.95 -0.06 -1.54
H 17.027 9.836 9.188 0.27 0.56 -0.87
H 17.972 11.219 9.750 -0.10 -0.04 -0.51
O 13.118 11.376 8.315 0.33 -0.06 -0.25
S 11.821 11.664 8.819 3.71 -3.49 3.75
O 10.968 12.444 8.121 -3.74 3.97 -3.06
O 11.104 10.307 9.160 -0.09 -0.58 1.81
C 10.910 10.211 10.678 -0.18 0.91 -1.41
C 12.042 11.038 11.232 1.74 -0.48 -3.19
O 11.979 12.207 10.322 -0.23 -0.24 0.13
H 9.951 10.699 10.872 0.14 -0.11 0.08
H 10.849 9.187 10.944 0.22 -0.80 0.12
H 13.093 10.629 11.096 -1.35 -0.06 0.08
H 11.955 11.340 12.212 -0.62 0.88 2.07
O 11.159 9.872 14.476 0.58 -0.90 -0.55
S 11.276 8.445 14.342 -2.20 0.60 1.06
O 10.113 7.674 14.731 2.14 0.40 -0.61
O 11.729 8.001 12.849 0.75 0.55 0.88
C 13.165 7.738 12.885 -0.05 -1.81 -1.48
C 13.361 7.129 14.218 0.39 0.73 0.76
O 12.631 8.016 15.114 -0.62 -0.60 -0.80
H 13.362 6.946 12.122 -0.27 0.92 0.41
H 13.816 8.577 12.666 -0.45 0.44 0.08
H 14.389 7.099 14.530 0.39 0.24 0.23
H 12.990 6.129 14.227 -0.67 -0.68 0.33
```
Forces are in eV/Å.